A | Below is C5H6N4 as an isolated structure, with properties calculated with ωB97M-V/def2-TZVPD.

As for the LUMO energy: 0.63 eV. The charge is 0. The calculation puts the HOMO energy at -8.081 eV. The multiplicity is 1. For the gap between HOMO and LUMO, the calculation gives 8.7147 eV.

XYZ file:
```
15
Properties=species:S:1:pos:R:3:mulliken_charge:R:1
C 2.27 -1.09 -0.01 -0.9834
C 1.11 -0.03 -0.08 0.1839
C -0.82 0.94 -0.04 0.3218
C -2.20 0.65 -0.05 -1.0386
C -0.27 -0.33 -0.07 0.9727
H 1.86 -1.69 -0.76 0.2504
H 2.39 -2.06 0.94 0.2139
H 3.15 -0.40 -0.24 0.3064
H 0.40 2.64 0.06 -0.0062
H -2.95 1.25 0.02 0.5928
H -3.32 -1.05 -0.02 0.2915
N 1.48 1.21 0.05 -0.7013
N 0.27 1.80 0.08 0.2711
N -2.28 -0.61 0.03 0.1755
N -1.10 -1.24 0.09 -0.8507
```

B | Below is one molecule with the formula C5H6N4, with properties calculated with ωB97M-V/def2-TZVPD.

As for the LUMO energy: -0.07 eV. The charge is 0. As for the SMILES: N#C/N=C/C=C\N=C\N. The calculation puts the HOMO energy at -8.191 eV. The multiplicity is 1. For the gap between HOMO and LUMO, the calculation gives 8.1227 eV.

XYZ file:
```
15
Properties=species:S:1:pos:R:3:mulliken_charge:R:1
C -2.47 0.54 -0.12 0.4511
C 0.92 1.63 -0.05 -0.7131
C -0.45 1.75 -0.30 0.0803
C 1.53 0.42 -0.04 -0.0622
C -0.26 -1.14 -0.58 0.1152
N -3.41 -0.04 0.21 -0.5726
N 0.94 -0.73 -0.21 -0.6353
N -1.26 0.76 -0.36 -0.3624
N -0.91 -2.11 0.06 -0.2970
H 1.44 2.42 0.32 0.3860
H -0.80 2.74 -0.17 0.3980
H 2.62 0.36 0.19 0.3431
H -0.56 -1.18 -1.58 0.3851
H -1.62 -2.65 -0.38 0.2421
H -0.79 -2.22 1.07 0.2416
```

C | Below is C5H6N4 as an isolated structure, with properties calculated with ωB97M-V/def2-TZVPD.

As for the LUMO energy: 0.86 eV. The charge is 0. The calculation puts the HOMO energy at -9.437 eV. The multiplicity is 1. For the gap between HOMO and LUMO, the calculation gives 10.3004 eV.

XYZ file:
```
15
Properties=species:S:1:pos:R:3:mulliken_charge:R:1
C -0.96 -1.16 -1.12 -0.3549
C 0.29 -1.47 -0.47 0.0420
C 0.62 -0.96 0.97 -0.3975
C 0.26 0.52 0.78 0.1918
C -0.12 2.51 0.61 -0.0786
H -1.78 -0.48 -0.59 0.2146
H -1.26 -1.75 -2.01 0.2594
H 0.87 -2.29 -0.85 0.3638
H 0.13 -1.67 1.77 0.2549
H 1.70 -1.10 1.17 0.2683
H -0.10 3.52 0.76 0.4838
N 0.27 1.59 1.53 -0.6960
N -0.24 2.13 -0.65 -0.9186
N 0.10 0.83 -0.49 1.0698
N 0.23 -0.21 -1.39 -0.7027
```

Among the structures above, stability is smallest for A.